ORCA calculation (wB97M-V/def2-TZVPD) on the molecule C5H6O2.

```
13
C5H6O2 wB97M-V/def2-TZVPD
C -1.711 -0.273 -0.320
C -0.492 0.038 0.541
C 0.445 1.105 0.035
C 1.634 0.566 -0.211
C 1.561 -0.889 0.086
O 2.388 -1.747 -0.062
O 0.316 -1.142 0.582
H -2.116 -1.234 0.008
H -2.490 0.487 -0.214
H -1.432 -0.360 -1.374
H -0.807 0.267 1.567
H 0.161 2.148 -0.071
H 2.542 1.034 -0.568
```

The total energy comes out at -9377.061 eV. The value obtained for the energy relative to the best compared isomer or geometry (same formula, charge and spin) is 0.034 eV. Its spin multiplicity is 1.